Record 1
The following is a DFT calculation (ωB97M-V with the def2-TZVPD basis set) of an isolated ion of composition C14H22F2N5O2P2S2 and charge +1 at a distorted geometry.

The geometry in XYZ format:
```
49
Properties=species:S:1:pos:R:3:mulliken_charge:R:1
C 7.06221 -0.39185 1.39704 0.185
C 6.18419 0.06490 0.72111 -0.722
C 5.12034 0.61745 -0.11653 -0.694
C 3.77132 0.74286 0.66009 -0.039
C 2.84589 -0.40269 0.24444 -1.258
N 1.45060 -0.23756 0.67667 0.088
C 0.91375 -0.74447 1.77300 0.407
P 1.70743 -1.81306 3.08617 0.089
S 0.53921 -2.00993 4.60694 -0.259
N -0.36938 -0.42011 1.90293 -0.288
C -0.65122 0.29634 0.81418 0.301
N -1.89455 0.76859 0.57757 0.131
C -2.34957 1.54329 -0.58261 -1.465
C -2.54472 0.77376 -1.90257 -0.653
C -3.03841 -0.68221 -1.83451 0.866
C -3.30648 -1.11589 -3.30218 -1.762
C -2.03987 -1.68786 -1.23622 -1.071
N -2.78146 0.51451 1.64925 0.028
C -3.00598 1.65521 2.49418 0.552
O -3.04552 1.57265 3.66745 -0.407
F -3.14132 2.82192 1.86222 -0.202
C -3.95696 -0.21063 1.25574 0.498
O -4.04042 -1.38275 1.30673 -0.376
F -4.95835 0.56217 0.83947 -0.227
N 0.45655 0.46679 0.01548 0.365
P 0.87725 1.28460 -1.48728 0.035
S 1.27441 0.14440 -2.98804 -0.261
H 7.78482 -0.94755 1.94803 0.446
H 5.00259 -0.07001 -0.95960 0.341
H 5.40792 1.57273 -0.55246 0.394
H 4.01404 0.68902 1.71913 0.356
H 3.34131 1.72027 0.44668 0.272
H 2.89168 -0.61317 -0.82235 0.323
H 3.19943 -1.30839 0.74030 0.295
H 2.92577 -1.19739 3.42291 0.133
H 1.95264 -3.03758 2.43452 0.150
H -3.30143 1.98872 -0.31412 0.578
H -1.68232 2.40261 -0.69279 0.667
H -3.31205 1.32908 -2.44723 0.429
H -1.67377 0.78811 -2.56385 0.248
H -4.01103 -0.76852 -1.34675 0.191
H -4.05019 -0.44382 -3.73402 0.429
H -3.77343 -2.10010 -3.27465 0.469
H -2.38968 -1.13738 -3.88724 0.375
H -1.01854 -1.40459 -1.51226 0.037
H -2.08364 -1.75468 -0.14861 0.217
H -2.19176 -2.67626 -1.66375 0.514
H -0.11933 2.21560 -1.78351 0.183
H 2.00803 2.02285 -1.10910 0.090
```

* total energy: -2649.35948 a.u.
* HOMO-LUMO gap: 8.016 eV
* highest occupied orbital energy: -11.98 eV
* LUMO energy: -0.1456 Eh
* net charge: +1
* SMILES: C#CCCCn1c([PH2]=S)nc(N(CCC(C)C)N(C(=O)F)C(=O)F)[n+]1[PH2]=S



Record 2
The following is a DFT calculation (ωB97M-V with the def2-TZVPD basis set) of C5H5N as an isolated structure at a distorted geometry.

The geometry in XYZ format:
```
11
Properties=species:S:1:pos:R:3:mulliken_charge:R:1
C -0.96550 0.65317 -0.43340 0.484
C 0.25510 1.37275 0.20477 -0.498
C -0.04946 -0.47081 -0.90523 -0.508
C 0.67342 -0.07330 0.39392 -0.352
C -0.71432 -0.83984 0.42710 -0.153
N -1.83262 0.03164 0.41630 -0.499
H 1.05406 1.82311 -0.59816 0.207
H 0.05141 2.00355 1.05058 0.349
H 0.21322 -0.93551 -1.79149 0.501
H 1.65992 -0.50821 0.49975 0.378
H -0.34524 -3.05656 0.73588 0.090
```

* total energy: -247.87968 a.u.
* relative energy (zero: lowest compared OMol25 entry of this formula, charge and spin): 248.1 kcal/mol
* HOMO-LUMO gap (alpha / beta): 8.061 / 7.738 eV
* highest occupied orbital energy (alpha / beta): -8.89 / -8.58 eV
* LUMO energy (alpha / beta): -0.0303 / -0.0309 Eh



Record 3
The following is a DFT calculation (ωB97M-V with the def2-TZVPD basis set) of C5H5O3PS as an isolated structure at a distorted geometry.

The geometry in XYZ format:
```
15
Properties=species:S:1:pos:R:3:mulliken_charge:R:1
C 2.01132 0.19410 0.06732 -1.064
C 2.75171 1.30034 0.32296 -0.131
C 0.66583 0.50918 -0.04848 0.962
C 0.24216 1.74072 0.20742 -0.762
C -0.40021 -0.41109 -0.45526 -1.083
O -2.27498 -2.12447 1.28984 -0.703
O -3.48008 0.03415 0.53168 -0.688
O -2.70243 -1.63980 -1.22899 -0.700
P -2.66288 -1.19336 0.19236 0.829
S 1.72949 2.65711 0.57704 -0.179
H 2.47532 -0.76271 -0.26160 0.220
H 3.81979 1.56650 0.40654 0.319
H -0.92030 -0.11918 -1.36858 0.363
H -0.07700 -1.42105 -0.51907 0.330
H -1.17774 -0.33044 0.28683 0.286
```

* total energy: -1158.78084 a.u.
* relative energy (zero: lowest compared OMol25 entry of this formula, charge and spin): 8.0 kcal/mol
* HOMO-LUMO gap: 5.677 eV
* highest occupied orbital energy: -0.33 eV
* LUMO energy: 0.1965 Eh
* net charge: -2



Record 4
The following is a DFT calculation (ωB97M-V with the def2-TZVPD basis set) of a 2-piece molecular cluster, C7H13Cl3NO2 overall at a distorted geometry.

The geometry in XYZ format:
```
26
Properties=species:S:1:pos:R:3:mulliken_charge:R:1
C 1.10538 1.08293 -1.32203 0.045
C 2.53703 1.42883 -1.05271 -1.199
C -1.79052 0.60806 -0.60507 -0.596
C -0.12786 0.67753 1.21429 -0.960
C -1.19120 -1.45677 0.35247 -0.638
C 0.55193 -0.26423 -0.87560 -0.070
C 0.81834 -1.52117 -1.80354 0.705
N -0.63451 -0.16997 0.00159 0.236
O 0.35330 1.74966 -1.97950 -0.440
O 0.55111 -2.74281 -1.36336 -0.497
Cl 2.06330 -1.85344 1.16056 -0.288
Cl -0.36493 -1.26366 -3.07784 -0.042
Cl 2.53200 -1.65707 -2.56350 -0.108
H 2.93624 2.00552 -1.90579 0.421
H 2.64346 2.27642 -0.42205 0.378
H 3.17414 0.54302 -0.98931 0.338
H -2.37805 -0.14372 -1.26383 0.387
H -2.43366 0.91962 0.29101 0.380
H -1.48636 1.35470 -1.40368 0.287
H -0.84819 0.59834 1.92651 0.473
H 0.83010 0.18552 1.43802 0.221
H -0.12585 1.63975 0.90614 0.570
H -1.97383 -1.39803 1.20616 0.361
H -1.86945 -1.69874 -0.52481 0.395
H -0.53419 -2.36600 0.47037 0.295
H 1.06787 -2.96869 -0.51104 0.347
```

* total energy: -1859.87412 a.u.
* relative energy (zero: lowest compared OMol25 entry of this formula, charge and spin): 78.9 kcal/mol
* HOMO-LUMO gap (alpha / beta): 6.539 / 6.535 eV
* highest occupied orbital energy (alpha / beta): -14.05 / -14.05 eV
* LUMO energy (alpha / beta): -0.2759 / -0.2760 Eh
* net charge: +1



Record 5
The following is a DFT calculation (ωB97M-V with the def2-TZVPD basis set) of C5H9BiClI2O2P as an isolated structure at a distorted geometry.

The geometry in XYZ format:
```
21
Properties=species:S:1:pos:R:3:mulliken_charge:R:1
I -2.45265 -1.60058 2.09754 0.066
I -2.46262 1.56610 2.07109 0.072
Bi 2.27421 -0.00582 1.66850 1.219
P 0.70937 -0.00193 -0.56904 0.617
C -1.00911 -0.00549 -1.20523 -0.938
C 1.30753 1.39925 -1.56242 -1.119
H 2.34685 -1.61344 -1.27804 0.407
H 1.25449 -1.08067 -2.63238 0.399
H 0.65511 -2.25661 -1.40705 0.367
C 1.31444 -1.39177 -1.57533 -1.121
H 2.33330 1.62726 -1.26672 0.407
H 1.25212 1.09760 -2.61903 0.398
H -0.97063 -0.00218 -2.30890 0.392
H -1.55373 0.87865 -0.85087 0.284
H 0.63893 2.25589 -1.39950 0.366
H -1.55073 -0.89154 -0.85007 0.285
C -3.98512 -0.01127 2.12524 0.358
O -5.16453 -0.00449 2.03889 -0.223
Cl 4.57533 0.03887 0.72722 -0.248
O -0.14973 0.00214 4.80979 -0.002
C 0.63717 0.00003 3.98629 0.013
```

* total energy: -1957.20424 a.u.
* relative energy (zero: lowest compared OMol25 entry of this formula, charge and spin): 36.5 kcal/mol
* HOMO-LUMO gap (alpha / beta): 4.534 / 2.575 eV
* highest occupied orbital energy (alpha / beta): -15.60 / -14.65 eV
* LUMO energy (alpha / beta): -0.4067 / -0.4437 Eh
* net charge: +2



Record 6
The following is a DFT calculation (ωB97M-V with the def2-TZVPD basis set) of C12H24N4NaOSV as an isolated structure at a distorted geometry.

The geometry in XYZ format:
```
44
Properties=species:S:1:pos:R:3:mulliken_charge:R:1
N 1.16332 1.90669 0.82715 -0.273
C 1.69333 3.00289 0.86631 0.711
O 2.19552 4.07907 0.91367 -0.397
Na 0.38338 -0.48105 3.58918 0.897
V -0.27078 0.63005 0.75902 0.621
N 0.20004 -1.07513 1.42474 0.230
N -1.23288 0.72113 -0.85461 0.614
C 1.38010 -1.88941 1.08128 0.852
C -0.72570 1.27495 -2.12402 0.872
C 1.57901 -3.01919 2.10961 -1.475
C 1.20394 -2.51551 -0.30476 -1.145
C 2.60087 -0.97994 1.10059 -1.440
C -0.82137 2.80200 -2.07639 -1.324
C -1.52650 0.78543 -3.33349 -1.660
C 0.73591 0.86586 -2.29825 -1.406
H 1.65891 -2.65080 3.15263 0.314
H 2.51982 -3.55226 1.89247 0.440
H 0.76440 -3.75695 2.06821 0.386
H 0.33760 -3.19302 -0.34383 0.370
H 2.10647 -3.10055 -0.54772 0.503
H 1.07115 -1.74843 -1.08412 0.025
H 2.50354 -0.12499 0.42105 0.232
H 3.48002 -1.56371 0.79492 0.499
H 2.81205 -0.56821 2.09974 0.332
H -1.86603 3.11084 -1.94362 0.349
H -0.44136 3.22574 -3.01496 0.466
H -0.23047 3.21234 -1.24693 0.184
H -2.55368 1.17311 -3.32120 0.409
H -1.55386 -0.30993 -3.36126 0.411
H -1.05459 1.13538 -4.26109 0.446
H 1.10834 1.29527 -3.23790 0.535
H 0.82277 -0.22828 -2.35779 0.218
H 1.36531 1.23247 -1.47461 0.198
C -1.04894 -1.82453 1.64956 -0.912
H -1.89195 -1.12446 1.56218 0.234
H -1.17390 -2.61252 0.89096 0.408
H -1.12633 -2.32136 2.64786 0.464
C -2.68747 0.59159 -0.72624 -1.081
H -2.95749 0.45738 0.33017 0.370
H -3.23967 1.47647 -1.09339 0.414
H -3.08966 -0.27911 -1.27684 0.376
S -1.71086 2.69459 4.58279 -0.164
C -1.42181 1.94636 3.23834 0.605
N -1.06049 1.29974 2.28061 -0.709
```

* total energy: -2269.82978 a.u.
* HOMO-LUMO gap (alpha / beta): 6.437 / 6.439 eV
* highest occupied orbital energy (alpha / beta): -16.06 / -16.06 eV
* LUMO energy (alpha / beta): -0.3537 / -0.3536 Eh
* net charge: +2